1.
ORCA calculation (the ωB97M-V functional and the def2-TZVPD basis) on a 4-piece molecular cluster, C5H14O3 overall.

Summary:
HOMO-LUMO gap (spin up / spin down) (eV): 8.311 / 4.482
<S²>: 0.7543
Spin multiplicity: 2
LUMO level (spin up / spin down) (eV): -5.25 / -9.08
Energy relative to the best compared isomer or geometry (same formula, charge and spin) (kcal per mole): 41.3
Net charge: +1

CARTESIAN COORDINATES (ANGSTROEM)
C -1.45 1.10 -1.58
C -2.22 1.94 -2.28
C -1.89 -0.21 -0.90
C -0.69 -0.98 -0.77
C 0.14 -0.88 0.32
H -0.42 1.42 -1.48
H -1.60 2.71 -2.71
H -3.27 1.85 -2.26
H -2.26 0.14 0.10
H -2.78 -0.73 -1.30
H -0.45 -1.78 -1.47
H 0.85 -1.57 0.74
H -0.24 -0.17 1.07
H -1.09 -7.12 0.12
H -1.29 -6.51 1.54
O -1.24 -6.30 0.60
H 2.47 5.38 3.98
H 2.83 5.11 2.49
O 2.10 5.28 3.10
H 4.08 0.52 -0.56
H 3.94 0.57 0.98
O 4.47 0.22 0.27

***

2.
ORCA calculation (the ωB97M-V functional and the def2-TZVPD basis) on a 2-piece molecular cluster, C5H13PS overall.

Summary:
HOMO-LUMO gap (eV): 9.682
LUMO level (eV): 0.82
Energy relative to the best compared isomer or geometry (same formula, charge and spin) (kcal per mole): 64.1
SMILES: CCP(C)S.C=C
Net charge: 0

CARTESIAN COORDINATES (ANGSTROEM)
C -0.30 -0.10 1.13
C 3.53 -2.62 0.67
C -1.19 2.72 -1.07
C 2.87 -2.35 -0.42
C -1.95 1.76 -0.23
P -1.17 0.09 -0.53
S -2.96 -0.94 0.19
H 0.62 -0.55 0.90
H -0.14 0.92 1.60
H 4.36 -2.05 1.01
H 3.23 -3.58 1.25
H -0.78 -0.58 2.00
H -0.24 3.14 -0.67
H -0.86 2.31 -2.00
H -1.66 3.60 -1.42
H 3.10 -1.45 -0.97
H 2.14 -2.89 -0.86
H -3.04 1.79 -0.51
H -2.02 2.06 0.87
H -3.55 -1.29 -0.96

***

3.
ORCA calculation (the ωB97M-V functional and the def2-TZVPD basis) on a 3-piece molecular cluster, C21H51N2S overall.

Summary:
HOMO-LUMO gap (eV): 8.747
LUMO level (eV): -3.49
Net charge: +1

CARTESIAN COORDINATES (ANGSTROEM)
C 3.41 -5.04 3.37
C 3.31 -3.62 2.54
C 2.72 -4.02 1.03
C 2.27 -2.60 0.27
N 0.85 -2.70 -0.23
S -0.20 -1.49 0.47
C -0.71 -1.96 2.24
C -2.36 -2.10 2.20
C -2.95 -3.33 3.11
C -2.97 -4.79 2.37
C -1.79 -5.03 1.26
N -1.98 -6.37 0.53
H 3.49 -4.87 4.53
H 2.40 -5.64 3.20
H 4.36 -5.66 3.03
H 4.34 -3.07 2.51
H 2.46 -2.94 3.03
H 1.79 -4.71 1.21
H 3.54 -4.62 0.44
H 2.43 -1.66 0.99
H 3.01 -2.52 -0.66
H 0.46 -3.66 -0.18
H 0.57 -0.33 0.64
H -0.26 -3.02 2.55
H -0.32 -1.16 3.00
H -2.77 -2.10 1.08
H -2.77 -1.08 2.67
H -2.42 -3.42 4.18
H -4.09 -3.06 3.35
H -3.99 -5.07 1.85
H -2.80 -5.61 3.22
H -1.65 -4.18 0.48
H -0.76 -5.12 1.86
H -1.31 -7.09 0.94
H -1.78 -6.24 -0.50
C 0.46 -0.40 -2.97
C 0.21 1.03 -2.54
C -1.28 1.37 -2.37
C -2.13 1.25 -3.63
C -1.68 2.11 -4.82
C -1.72 3.60 -4.53
H 0.02 -0.62 -3.95
H 1.53 -0.60 -3.04
H 0.03 -1.11 -2.25
H 0.67 1.72 -3.26
H 0.72 1.20 -1.59
H -1.36 2.38 -1.96
H -1.70 0.70 -1.60
H -3.16 1.52 -3.37
H -2.17 0.20 -3.95
H -2.34 1.90 -5.67
H -0.67 1.82 -5.13
H -2.73 3.91 -4.25
H -1.43 4.16 -5.42
H -1.04 3.88 -3.72
C -0.71 5.98 2.02
C -0.68 4.90 0.95
C 0.58 4.02 1.00
C 1.90 4.76 0.76
C 2.00 5.51 -0.57
C 1.91 4.60 -1.78
H 0.11 6.69 1.90
H -1.65 6.54 1.96
H -0.64 5.54 3.02
H -0.79 5.35 -0.04
H -1.56 4.25 1.09
H 0.47 3.22 0.27
H 0.63 3.53 1.98
H 2.72 4.03 0.82
H 2.08 5.47 1.58
H 2.97 6.03 -0.60
H 1.23 6.29 -0.63
H 2.70 3.84 -1.76
H 2.03 5.19 -2.70
H 0.94 4.10 -1.84

***

4.
ORCA calculation (the ωB97M-V functional and the def2-TZVPD basis) on C31H32BrHfIN4O2S4Se as an isolated structure.

Summary:
HOMO-LUMO gap (eV): 5.737
LUMO level (eV): -6.25
Energy relative to the best compared isomer or geometry (same formula, charge and spin) (kcal per mole): 33.4
Net charge: +2

CARTESIAN COORDINATES (ANGSTROEM)
Hf -1.46 -0.49 0.81
C -2.48 2.67 3.65
C -3.83 2.14 3.12
S -3.85 0.55 2.26
C -4.01 -0.69 3.56
C -2.76 -0.99 4.38
S -1.43 -1.70 3.36
C 0.05 -1.22 4.29
C 1.28 -1.12 3.39
S 1.19 0.06 2.02
C 1.50 1.67 2.84
C 0.31 2.62 2.94
S -1.14 1.58 3.15
H -2.48 2.71 4.74
H -2.28 3.68 3.29
H -4.24 2.83 2.38
H -4.56 2.07 3.93
H -4.36 -1.58 3.04
H -4.81 -0.37 4.22
H -3.00 -1.72 5.15
H -2.37 -0.09 4.86
H 0.23 -1.99 5.04
H -0.16 -0.28 4.79
H 1.49 -2.08 2.92
H 2.15 -0.86 3.99
H 2.29 2.14 2.26
H 1.90 1.43 3.82
H 0.20 3.22 2.04
H 0.41 3.27 3.80
C 5.55 0.60 -5.50
O 4.68 0.93 -6.58
C 3.50 1.51 -6.29
C 3.10 1.88 -5.01
C 1.84 2.43 -4.82
C 1.00 2.64 -5.90
C 1.45 2.37 -7.19
C 2.68 1.78 -7.39
N -0.31 3.22 -5.82
N -1.09 2.99 -4.89
C -0.91 1.94 -3.94
C -0.68 0.64 -4.27
C -0.63 -0.37 -3.28
C -0.84 -0.05 -1.97
O -0.74 -0.94 -0.93
C -1.18 1.26 -1.62
N -1.50 1.49 -0.29
C -1.84 2.72 0.05
C -1.89 3.78 -0.85
C -1.59 3.56 -2.17
C -1.22 2.27 -2.59
H 6.38 0.06 -5.95
H 5.04 -0.04 -4.78
H 5.92 1.50 -5.01
H 3.77 1.77 -4.17
H 1.54 2.76 -3.83
H 0.80 2.60 -8.03
H 3.03 1.53 -8.38
H -0.52 0.38 -5.31
H -0.41 -1.40 -3.55
H -2.12 2.87 1.09
H -2.18 4.76 -0.50
H -1.65 4.36 -2.90
Br 2.88 -5.24 -0.26
C 2.02 -5.39 1.41
C 2.46 -6.38 2.28
C 1.86 -6.54 3.51
C 0.79 -5.73 3.88
C 0.35 -4.74 3.02
C 0.97 -4.56 1.79
I 0.36 -3.06 0.48
H 3.28 -7.02 1.97
H 2.21 -7.31 4.18
H 0.30 -5.87 4.83
H -0.51 -4.14 3.28
Se -3.46 -4.61 0.73
C -3.22 -2.92 0.68
N -3.06 -1.72 0.72

***

Which max |F| belongs to each record? In order, 3.29 3.27 2.75 2.90 eV/A.
Which energy belongs to each record? In order, -424.18862 -937.77454 -1337.96914 -8483.46925 Ha.